ORCA calculation (wB97M-V/def2-TZVPD) on C21H29KN8O4SbSe6 as an isolated structure.

The calculation puts the LUMO energy at 1.427 eV. As for the largest force on an atom: 0.05930 Eh/bohr. The value obtained for the HOMO energy is -3.996 eV. For the energy above the lowest of the compared OMol25 structures with the same formula, charge and spin, the calculation gives 53.0 kcal per mole. As for the energy: -457303.958 eV. For the orbital gap, the calculation gives 5.4 eV.

Geometry as ORCA input:
```
! wB97M-V def2-TZVPD RIJCOSX def2/J DEFGRID3
* xyz -1 1
K 0.53 -1.22 -0.52
Se 1.10 2.10 -0.69
Se -0.35 3.85 -0.27
C -1.15 3.00 1.26
C -2.25 3.54 1.91
C -2.72 2.88 3.03
C -2.06 1.73 3.46
C -0.98 1.28 2.71
N -0.54 1.90 1.64
C 0.40 1.64 -2.40
C 0.02 2.56 -3.38
C -0.36 2.09 -4.62
C -0.32 0.72 -4.86
C 0.09 -0.11 -3.83
N 0.43 0.33 -2.63
H -2.71 4.45 1.54
H -3.58 3.25 3.57
H -2.38 1.20 4.34
H -0.44 0.39 3.00
H 0.02 3.62 -3.15
H -0.65 2.79 -5.40
H -0.57 0.32 -5.83
H 0.13 -1.18 -3.96
N 2.61 2.23 1.53
C 2.62 0.84 1.94
C 3.78 0.46 2.88
C 5.14 0.46 2.16
C 5.75 -0.95 2.06
N 4.89 -2.00 1.57
C 4.63 -2.26 0.29
N 5.09 -1.44 -0.68
N 4.12 -3.43 -0.04
C 2.68 -0.03 0.67
O 3.14 0.49 -0.37
O 2.30 -1.21 0.74
H 3.46 2.43 1.02
H 2.56 2.84 2.34
H 1.68 0.61 2.45
H 3.58 -0.52 3.30
H 3.78 1.17 3.72
H 5.86 1.07 2.71
H 5.04 0.90 1.17
H 6.05 -1.26 3.06
H 6.64 -0.91 1.42
H 4.31 -2.49 2.26
H 4.91 -0.45 -0.53
H 4.79 -1.71 -1.61
H 3.81 -4.08 0.68
H 3.70 -3.57 -0.94
C -2.84 -0.44 -1.14
C -2.84 -1.08 0.20
N -2.66 -0.46 1.34
C -2.80 -1.40 2.31
C -3.08 -2.61 1.75
N -3.11 -2.39 0.40
H -2.36 0.53 -1.08
H -3.86 -0.30 -1.49
H -2.30 -1.07 -1.85
H -2.71 -1.16 3.36
H -3.27 -3.57 2.18
H -3.19 -3.12 -0.29
Se 2.29 -2.89 3.78
Sb 0.56 -4.43 0.92
Se 2.42 -6.00 1.15
Se -1.52 -5.67 0.85
Se 0.45 -2.47 2.60
O 1.38 -3.91 -1.41
C 0.21 -3.74 -1.75
O -0.61 -3.00 -1.21
H -0.15 -4.34 -2.61
*
```

ORCA calculation (wB97M-V/def2-TZVPD) on C21H29MoNO6SSi as an isolated structure.

The calculation puts the LUMO energy (alpha / beta) at -0.682 / -0.754 eV. As for the largest force on an atom: 0.07970 Eh/bohr. The value obtained for the HOMO energy (alpha / beta) is -7.241 / -7.334 eV. For the energy above the lowest of the compared OMol25 structures with the same formula, charge and spin, the calculation gives 0.0 kcal per mole. As for the energy: -56592.853 eV. For the orbital gap (alpha / beta), the calculation gives 6.6 / 6.6 eV.

Geometry as ORCA input:
```
! wB97M-V def2-TZVPD RIJCOSX def2/J DEFGRID3
* xyz 0 1
Mo 0.28 -0.45 0.00
S 2.57 -1.77 -0.60
C 3.02 -0.17 -0.97
C 4.29 0.25 -1.39
C 4.48 1.58 -1.69
C 3.41 2.46 -1.56
C 2.19 1.98 -1.12
N 1.99 0.69 -0.82
H 5.07 -0.49 -1.48
H 5.45 1.93 -2.04
H 3.51 3.51 -1.80
H 1.35 2.65 -1.02
C 1.54 -6.65 2.04
O 0.15 -6.52 2.33
C -0.44 -5.36 2.00
C -1.82 -5.27 2.30
C -2.52 -4.14 1.99
C -1.90 -3.03 1.36
C -2.56 -1.82 1.01
C -4.01 -1.57 1.32
O -1.98 -0.88 0.43
C -0.51 -3.14 1.10
O 0.12 -2.12 0.58
C 0.20 -4.30 1.40
H 1.83 -7.63 2.39
H 2.12 -5.89 2.55
H 1.72 -6.58 0.96
H -2.30 -6.11 2.78
H -3.57 -4.11 2.22
H -4.52 -2.42 1.74
H -4.52 -1.26 0.41
H -4.06 -0.73 2.02
H 1.25 -4.30 1.15
C -3.44 1.89 -1.45
C -2.59 2.50 -0.33
C -2.86 3.99 -0.18
O -2.87 1.90 0.91
C -1.12 2.29 -0.76
O -0.55 3.11 -1.43
O -0.54 1.13 -0.43
H -4.49 2.00 -1.19
H -3.21 0.82 -1.54
H -3.24 2.39 -2.39
H -3.92 4.14 0.02
H -2.58 4.52 -1.09
H -2.28 4.39 0.65
H -2.72 0.95 0.80
C 2.93 0.89 2.24
Si 1.11 0.33 2.21
C 0.10 1.79 2.90
C 0.95 -1.13 3.43
H 3.25 1.07 3.27
H 3.06 1.82 1.68
H 3.59 0.14 1.81
H 0.41 2.02 3.92
H -0.97 1.58 2.90
H 0.26 2.68 2.29
H 1.30 -0.85 4.43
H 1.55 -1.98 3.09
H -0.09 -1.46 3.51
*
```

Question: Look up the energy of the second one.
Answer: -56592.853 eV

Question: Number 1 is which compound?
Answer: C21H29KN8O4SbSe6

Question: Which of these has the lowest energy above the lowest of the compared OMol25 structures with the same formula, charge and spin?
Answer: C21H29MoNO6SSi